Record 1
A molecular structure, C13H21AsN4O5PRuS4, computed with wB97M-V/def2-TZVPD.

Geometry as XYZ:
```
50
Properties=species:S:1:pos:R:3:forces:R:3
Ru 1.737 -0.349 0.862 -0.473 -0.593 0.045
O 4.735 -1.268 -1.706 0.066 -0.037 -0.011
C 3.768 -1.198 -0.964 -0.175 0.114 -0.035
O 3.235 -0.120 -0.494 0.146 -0.084 0.075
C 3.006 -2.469 -0.617 0.031 -0.075 0.004
C 3.319 -3.739 -1.062 -0.022 -0.068 0.003
C 2.458 -4.782 -0.734 0.042 0.011 -0.023
C 1.301 -4.527 -0.011 -0.055 0.026 0.015
C 1.054 -3.227 0.400 -0.087 0.037 0.009
N 1.916 -2.264 0.115 0.121 0.371 -0.065
C -0.209 -2.722 1.096 0.152 -0.238 0.082
O -1.125 -3.529 1.272 -0.033 0.080 -0.019
O -0.190 -1.483 1.368 0.224 0.281 -0.022
H 4.213 -3.883 -1.654 0.000 0.024 0.001
H 2.683 -5.791 -1.060 -0.002 0.001 0.001
H 0.580 -5.295 0.232 -0.004 0.004 0.007
S 1.302 1.403 5.135 0.036 -0.032 -0.040
As 2.782 1.082 3.647 -0.038 -0.047 0.205
S 2.675 -1.015 2.821 0.197 -0.140 0.047
S 2.075 1.810 1.684 -0.246 0.340 -0.236
S 4.753 1.669 4.109 -0.049 -0.009 0.007
C -3.469 0.096 -0.288 -0.039 -0.019 0.003
N -2.122 -0.029 -0.791 -0.024 0.081 -0.036
C -1.838 -1.310 -1.416 0.009 -0.003 0.018
P -0.917 1.083 -0.572 -0.012 -0.183 0.122
O 0.400 0.403 -0.744 0.117 0.129 -0.093
N -1.355 1.835 0.817 -0.059 -0.039 -0.013
C -1.633 1.066 2.035 0.075 0.024 0.028
C -1.117 3.246 1.079 0.067 -0.053 -0.017
N -0.982 2.258 -1.748 0.018 -0.041 -0.038
C 0.225 2.846 -2.295 -0.008 0.009 -0.016
C -2.211 2.937 -2.069 0.003 0.038 0.054
H -3.704 -0.748 0.371 -0.002 0.008 0.013
H -4.202 0.101 -1.107 0.013 -0.015 -0.008
H -3.579 1.014 0.285 -0.015 -0.008 -0.028
H -2.035 -2.124 -0.711 -0.038 0.008 -0.021
H -0.790 -1.354 -1.698 0.000 0.006 -0.020
H -2.460 -1.450 -2.310 0.002 0.000 0.002
H -1.671 0.001 1.819 -0.008 0.067 0.026
H -2.588 1.396 2.463 -0.006 0.034 -0.004
H -0.840 1.226 2.771 0.043 -0.004 -0.001
H -0.713 3.746 0.202 -0.013 0.003 -0.024
H -0.391 3.351 1.887 0.025 0.002 0.010
H -2.058 3.732 1.365 0.011 0.003 0.018
H 1.090 2.275 -1.968 0.000 -0.009 -0.003
H 0.344 3.886 -1.961 0.000 0.003 -0.006
H 0.189 2.842 -3.391 -0.004 0.001 0.003
H -3.042 2.510 -1.508 0.000 -0.020 -0.024
H -2.444 2.856 -3.138 0.022 0.007 -0.002
H -2.155 4.005 -1.818 -0.007 0.007 0.007
```
Positions in Å, forces in eV/Å.

Properties
- Total charge: -2
- LUMO level (spin up / spin down): 0.154 / 0.154 Eh
- Gap between HOMO and LUMO (spin up / spin down): 5.37 / 5.35 eV
- Expectation value of S²: 0.758
- 2S+1: 2

Record 2
8 unconnected molecules or ions with the total composition C13H21BBrCl14F5N2O6P in a non-equilibrium geometry, computed with wB97M-V/def2-TZVPD.

Geometry as XYZ:
```
64
Properties=species:S:1:pos:R:3:forces:R:3
C -0.713 -0.817 -2.929 1.016 -0.529 0.256
C -1.266 -2.021 -2.155 -1.498 0.556 -0.557
Br -2.973 -2.438 -3.237 -0.836 0.249 -0.300
O -0.598 -3.191 -2.227 1.003 0.983 0.318
B -0.922 -4.049 -1.065 -1.246 1.461 -1.519
N -2.003 -5.112 -1.476 0.412 -1.596 0.729
C -1.508 -6.118 -2.355 -0.505 0.510 2.282
O -1.745 -6.060 -3.476 -0.391 -0.047 -4.182
F -0.790 -7.162 -1.909 0.114 0.223 0.960
C -2.684 -5.652 -0.374 -0.444 1.854 -1.197
O -2.354 -6.508 0.332 0.751 -2.416 1.789
F -3.886 -5.076 -0.143 0.178 0.452 -0.499
P 0.839 -4.692 -0.482 1.554 0.714 1.762
N 1.506 -3.561 0.407 -0.303 -0.360 -0.056
O 1.860 -4.959 -1.739 -0.931 -0.617 0.374
O 0.754 -6.086 0.432 0.055 0.597 -0.949
O -1.637 -3.154 -0.196 0.046 -0.576 0.867
C -1.869 -1.837 -0.691 1.676 -2.790 0.205
C -1.099 -0.948 0.358 -0.987 -1.186 0.173
F 0.046 -0.450 -0.074 0.100 0.809 -0.512
F -0.781 -1.670 1.433 0.050 -0.037 0.426
F -1.919 0.008 0.839 0.151 0.794 -0.403
H -1.229 0.132 -2.705 0.158 -0.911 -0.172
H 0.355 -0.698 -2.664 -0.402 0.009 -0.015
H -0.768 -1.052 -4.000 0.026 0.204 0.363
H 1.705 -3.927 1.336 0.117 0.237 -0.098
H 2.729 -4.621 -1.467 -0.271 0.031 0.128
H 0.443 -5.795 1.303 -0.007 -0.222 -0.187
H -2.965 -1.799 -0.682 0.467 1.237 -0.008
C -0.706 3.145 -1.431 0.026 0.128 0.095
Cl -2.098 2.096 -1.734 -0.126 0.432 -0.050
Cl 0.823 2.295 -1.675 0.061 0.121 -0.004
H -0.752 3.984 -2.118 0.016 -0.208 0.096
H -0.752 3.498 -0.405 -0.001 -0.169 0.007
C -3.630 2.654 2.886 0.160 -0.021 0.048
Cl -3.067 2.876 1.226 -0.102 0.023 0.152
Cl -5.014 3.701 3.249 -0.037 0.003 0.095
H -3.929 1.619 3.018 -0.072 0.061 -0.114
H -2.816 2.898 3.566 -0.442 0.010 -0.326
C 5.051 -5.148 1.503 0.117 -0.007 -0.024
Cl 3.694 -5.559 2.557 0.080 -0.059 0.078
Cl 4.714 -3.717 0.522 0.334 -0.194 -0.099
H 5.922 -4.951 2.120 -0.099 0.067 0.024
H 5.247 -5.986 0.842 -0.135 0.049 -0.014
C -0.694 6.720 -3.952 -0.022 0.048 -0.195
Cl -1.238 5.073 -4.282 -0.050 0.125 -0.225
Cl -0.211 6.916 -2.260 -0.005 0.035 0.021
H 0.158 6.941 -4.587 0.027 -0.087 0.098
H -1.505 7.407 -4.166 -0.020 -0.073 0.115
C -0.754 4.601 5.236 0.055 0.084 -0.080
Cl -1.029 2.882 4.931 0.471 -0.001 0.255
Cl -1.687 5.172 6.625 0.025 0.070 -0.010
H 0.301 4.756 5.435 -0.056 -0.088 0.067
H -1.054 5.164 4.358 -0.090 -0.065 0.053
C 2.561 8.998 -0.900 -0.053 -0.104 -0.021
Cl 3.068 8.783 0.780 -0.009 -0.075 -0.011
Cl 2.650 10.696 -1.388 -0.029 -0.008 -0.091
H 3.212 8.414 -1.541 0.050 0.083 0.066
H 1.536 8.658 -1.003 0.065 0.125 0.069
C 3.054 -1.166 2.347 -0.189 -0.093 -0.172
Cl 3.558 -1.387 4.032 0.038 -0.071 0.051
Cl 3.072 0.544 1.887 -0.010 0.018 -0.039
H 3.738 -1.710 1.705 -0.058 0.140 0.129
H 2.047 -1.553 2.224 0.027 0.072 -0.020
```
Positions in Å, forces in eV/Å.

Properties
- Total charge: -1
- LUMO level: 0.056 Eh
- Gap between HOMO and LUMO: 6.97 eV

Record 3
C13H21BBrClO7S in the gas phase in a non-equilibrium geometry, computed with wB97M-V/def2-TZVPD.

Geometry as XYZ:
```
45
Properties=species:S:1:pos:R:3:forces:R:3
C 1.891 -2.545 2.315 0.838 -0.558 -0.436
C 2.732 -1.238 1.884 0.658 -0.039 0.190
B 1.865 0.055 1.484 0.724 0.243 0.756
O 1.910 1.204 2.395 -1.382 -2.098 -1.062
C 0.884 0.206 0.158 -1.012 1.187 0.612
C -0.554 0.528 0.884 0.035 -1.127 0.126
C -1.820 0.503 -0.070 -1.241 0.528 1.675
C -3.123 0.706 0.897 0.070 1.080 -1.210
C -4.478 0.191 0.210 0.084 1.861 1.606
O -4.636 -1.215 0.552 -1.582 -0.650 -2.755
C -5.708 -1.746 -0.208 -2.339 1.834 0.212
O -6.708 -1.057 -0.516 3.665 -2.455 0.758
C 1.236 1.450 -0.784 -0.152 0.984 -0.452
C 2.688 2.107 -0.587 0.137 0.967 -0.418
C 3.913 1.218 -1.058 0.005 -2.550 -1.293
O 3.902 0.263 -1.838 -0.456 3.564 2.622
Cl 5.556 1.633 -0.304 -1.462 0.039 -0.433
C 1.008 1.266 -2.360 1.081 -0.635 -0.419
Br -0.484 2.419 -3.090 0.733 -0.533 0.597
C 0.830 -0.216 -2.911 0.471 0.890 -2.497
O -0.081 -1.069 -2.176 1.757 0.920 1.824
S 0.648 -1.411 -0.708 -0.163 -5.752 0.620
O -0.318 -2.313 0.039 2.046 3.566 -1.981
O 1.909 -2.162 -1.005 -2.324 2.878 0.433
H 2.355 -2.986 3.271 -1.012 0.803 -1.304
H 0.781 -2.326 2.411 1.448 -0.542 0.054
H 2.063 -3.337 1.498 -0.668 1.217 1.264
H 3.411 -1.529 1.006 -0.980 0.435 1.110
H 3.431 -0.933 2.741 -1.016 -0.367 -1.171
H 1.368 0.888 3.162 0.946 0.594 -0.459
H -0.677 -0.295 1.681 -0.018 1.142 -1.136
H -0.479 1.524 1.456 0.050 -1.412 -1.119
H -2.018 -0.469 -0.622 0.824 1.336 0.539
H -1.798 1.434 -0.722 0.038 -1.533 0.361
H -3.240 1.847 0.996 0.051 -1.645 0.080
H -2.947 0.301 1.945 -0.462 0.195 -1.439
H -4.521 0.402 -0.913 0.316 -0.624 1.479
H -5.356 0.784 0.666 1.310 -0.994 -0.691
H -5.644 -2.860 -0.490 0.326 1.620 0.761
H 0.504 2.289 -0.473 1.277 -1.359 -0.361
H 2.692 3.018 -1.305 0.156 -1.370 1.028
H 2.840 2.594 0.448 -0.088 -1.254 -1.500
H 1.940 1.686 -2.893 -1.657 -0.731 0.735
H 1.861 -0.695 -3.105 -1.589 0.589 0.921
H 0.372 -0.113 -3.965 0.559 -0.245 1.770
```
Positions in Å, forces in eV/Å.

Properties
- Total charge: 0
- LUMO level: -0.006 Eh
- Gap between HOMO and LUMO: 10.34 eV
- SMILES string: CCB(O)[C@@]1(CCCCOC=O)[C@@H](CC(=O)Cl)[C@H](Br)COS1(=O)=O

Record 4
2 unconnected molecules or ions with the total composition C13H21BF6IO11S2, computed with wB97M-V/def2-TZVPD.

Geometry as XYZ:
```
55
Properties=species:S:1:pos:R:3:forces:R:3
C 1.073 4.454 0.710 -0.048 0.097 0.020
O 1.406 3.873 -0.550 -0.155 0.008 -0.011
B 2.181 2.777 -0.607 0.182 -0.338 -0.026
O 2.670 2.149 0.509 -0.012 0.519 0.200
C 2.413 2.181 -2.091 -0.120 0.191 0.159
O 3.785 2.284 -2.556 -0.063 -0.268 -0.344
S 4.958 1.477 -1.917 -0.062 -0.048 0.097
O 5.404 2.172 -0.752 0.065 0.087 0.210
O 5.858 1.175 -2.970 0.254 0.080 -0.115
C 4.230 -0.118 -1.406 -0.394 -0.154 0.050
S 5.016 -0.639 0.157 0.108 -0.136 -0.075
O 4.820 0.288 1.222 -0.216 0.065 0.074
O 6.310 -1.141 -0.174 0.125 0.007 -0.090
C 4.029 -2.155 0.659 0.089 -0.125 0.131
F 4.841 -2.877 1.430 -0.213 0.142 -0.102
F 2.944 -1.829 1.348 0.148 -0.063 -0.166
F 3.683 -2.888 -0.403 0.061 0.086 0.060
C 2.692 -0.245 -1.337 0.118 -0.009 -0.091
C 1.914 0.747 -2.206 0.029 0.131 0.450
I 2.139 0.082 -4.289 -0.003 -0.013 -0.194
O 0.613 0.847 -1.802 -0.094 0.184 -0.255
C -0.273 -0.265 -1.954 -0.157 -0.578 0.069
C -1.400 -0.140 -0.944 -0.099 0.682 -0.036
C -0.896 -0.129 0.486 0.202 0.031 -0.075
O -2.111 1.072 -1.252 0.040 -0.072 0.005
H 0.506 3.750 1.318 0.036 -0.003 0.025
H 1.972 4.759 1.246 -0.002 -0.066 0.017
H 0.464 5.331 0.506 -0.013 -0.020 -0.007
H 3.625 2.137 0.658 -0.007 -0.321 -0.111
H 1.835 2.788 -2.784 0.152 0.003 -0.099
H 4.635 -0.815 -2.139 0.019 0.041 -0.035
H 2.326 -0.115 -0.318 0.056 0.164 0.027
H 2.445 -1.252 -1.661 -0.011 -0.056 0.095
H -0.677 -0.249 -2.968 0.062 0.043 -0.004
H 0.262 -1.208 -1.798 -0.011 0.033 -0.004
H -2.121 -0.947 -1.084 0.085 -0.121 0.144
H -1.686 0.215 1.148 -0.061 -0.176 0.021
H -0.025 0.533 0.577 -0.031 0.021 0.018
H -0.609 -1.132 0.800 -0.079 -0.012 0.042
H -1.809 1.754 -0.645 -0.014 -0.016 -0.008
C -6.253 -3.241 2.634 0.053 0.043 0.021
C -5.853 -3.081 1.170 0.006 -0.266 -0.290
O -5.793 -1.760 0.694 -0.198 0.196 0.484
C -4.537 -1.028 0.940 0.198 -0.021 -0.297
O -3.441 -1.693 0.755 0.024 -0.074 -0.001
C -4.570 -0.377 2.358 -0.148 0.077 0.057
F -5.789 0.077 2.751 0.050 -0.018 -0.020
F -3.764 0.724 2.353 0.000 0.004 0.015
F -4.115 -1.150 3.362 0.002 -0.005 -0.018
H -7.078 -2.569 2.877 -0.032 -0.023 -0.005
H -6.575 -4.271 2.814 -0.023 0.000 -0.011
H -5.429 -3.029 3.311 0.002 0.041 -0.015
H -6.621 -3.566 0.557 0.029 0.000 -0.022
H -4.905 -3.592 0.970 0.034 0.071 0.073
H -4.719 -0.143 0.282 0.037 -0.046 -0.033
```
Positions in Å, forces in eV/Å.

Properties
- Total charge: -1
- LUMO level: 0.066 Eh
- Gap between HOMO and LUMO: 6.06 eV

Record 5
A gas-phase ion, C13H21ClNOS (charge +1), computed with wB97M-V/def2-TZVPD.

Geometry as XYZ:
```
38
Properties=species:S:1:pos:R:3:forces:R:3
C -3.687 -1.917 1.105 -0.038 0.045 -0.179
C -3.055 -2.150 -0.257 -0.076 -0.477 0.219
C -1.863 -3.089 -0.163 -0.154 0.066 -0.093
N -2.565 -0.849 -0.806 0.339 0.070 0.028
C -3.586 0.109 -1.302 -0.215 0.704 -0.090
C -3.189 1.521 -0.866 0.125 -0.085 -0.039
O -1.805 1.653 -1.141 -0.376 -0.187 -0.325
C -1.117 2.634 -0.397 0.280 0.169 0.151
C -0.982 2.286 1.090 -0.090 -0.470 -0.180
S -0.772 0.489 1.381 0.476 0.393 0.376
C 0.879 0.208 0.749 -0.635 0.074 0.187
C 1.115 0.144 -0.616 0.160 -0.011 0.045
C 2.402 -0.068 -1.074 0.175 -0.057 -0.060
C 3.441 -0.230 -0.165 -0.274 0.050 0.110
Cl 5.039 -0.502 -0.740 0.092 -0.012 -0.032
C 3.197 -0.176 1.202 0.150 -0.038 -0.127
C 1.911 0.044 1.659 0.021 -0.006 -0.062
H -4.057 -2.859 1.499 -0.035 -0.085 0.011
H -2.951 -1.524 1.802 0.064 0.029 0.103
H -4.527 -1.230 1.053 -0.125 0.092 0.046
H -3.794 -2.551 -0.958 0.085 0.136 -0.003
H -1.418 -3.268 -1.139 0.091 -0.029 -0.111
H -1.106 -2.682 0.503 0.127 0.049 0.086
H -2.179 -4.048 0.236 -0.037 -0.076 0.039
H -1.984 -0.364 -0.045 -0.168 -0.274 -0.471
H -1.899 -1.039 -1.559 -0.086 0.073 0.148
H -3.638 0.051 -2.389 0.047 -0.128 0.089
H -4.562 -0.142 -0.890 0.073 -0.086 -0.037
H -3.770 2.269 -1.418 0.001 -0.103 0.100
H -3.385 1.645 0.205 -0.027 -0.001 -0.010
H -0.129 2.684 -0.860 -0.107 0.094 0.095
H -1.599 3.615 -0.493 0.054 -0.051 -0.060
H -0.125 2.797 1.524 -0.052 0.076 0.047
H -1.872 2.549 1.659 0.030 0.058 0.050
H 0.308 0.282 -1.321 -0.077 0.021 -0.069
H 2.602 -0.109 -2.132 0.069 -0.014 -0.110
H 4.008 -0.303 1.901 0.117 -0.024 0.042
H 1.709 0.087 2.718 -0.004 0.014 0.086
```
Positions in Å, forces in eV/Å.

Properties
- Total charge: +1
- LUMO level: -0.088 Eh
- Gap between HOMO and LUMO: 9.58 eV
- SMILES string: CC(C)[NH2+]CCOCCSc1ccc(Cl)cc1